Formula: C9H16N2O5
Source: the OMol25 dataset
Level of theory: ωB97M-V/def2-TZVPD

Geometry (Å):
C: 1.410 -1.056 0.071
C: 0.270 -0.936 1.186
C: 2.102 0.327 -0.157
C: 3.324 0.207 -1.081
C: 2.738 0.754 1.186
C: -1.597 0.150 -0.218
C: -1.369 1.579 -0.064
C: -2.861 -0.260 -0.907
C: -3.998 -0.185 0.212
H: 0.359 -2.679 -0.877
H: 1.427 -1.633 -1.863
H: 2.279 -1.585 0.503
H: 1.325 1.057 -0.430
H: 3.092 -0.126 -2.055
H: 4.113 -0.267 -0.607
H: 3.623 1.275 -1.308
H: 3.339 1.634 1.225
H: 3.302 -0.043 1.641
H: 1.979 1.199 1.829
H: -1.349 -0.273 1.781
H: -0.939 -0.071 -1.050
H: -2.553 -1.099 -1.542
H: -3.210 0.449 -1.746
H: -5.391 -1.317 -0.749
H: -0.557 2.716 1.260
N: 0.913 -1.776 -0.969
N: -1.053 -0.550 0.834
O: 0.420 -1.047 2.409
O: -1.877 2.480 -0.675
O: -3.969 0.476 1.134
O: -4.840 -1.253 0.092
O: -0.451 1.853 0.936

Output
total charge = 0
electronic energy = -838.190866 Ha
energy above the lowest of the compared OMol25 structures with the same formula, charge and spin = 334.9 kJ/mol
SMILES string = CC(C)[C@H](N)C(=O)N[C@@H](CC(=O)O)C(=O)O
gap between HOMO and LUMO = 9.44 eV
multiplicity = 1
HOMO energy = -9.031 eV
maximum force = 8.07 eV/A

---

Formula: C29H32BN4OsPS2
Source: the OMol25 dataset
Level of theory: ωB97M-V/def2-TZVPD

Geometry (Å):
Os: 0.033 0.100 0.556
C: -2.666 -2.229 2.555
N: -2.112 -3.044 1.472
C: -2.795 -4.004 0.741
C: -1.931 -4.473 -0.185
N: -0.733 -3.799 -0.032
B: 0.588 -4.051 -0.823
N: 0.838 -2.952 -1.958
C: 1.776 -3.234 -2.924
C: 1.916 -2.146 -3.716
N: 1.050 -1.196 -3.239
C: 0.872 0.143 -3.810
C: 0.412 -1.707 -2.163
S: -0.858 -0.791 -1.359
C: -0.873 -2.950 0.976
S: 0.394 -1.921 1.626
H: -3.713 -2.488 2.680
H: -2.583 -1.173 2.310
H: -2.132 -2.424 3.482
H: -3.816 -4.269 0.961
H: -2.053 -5.244 -0.926
H: 0.508 -5.111 -1.380
H: 1.509 -3.975 -0.039
H: 2.267 -4.192 -2.964
H: 2.544 -1.974 -4.575
H: 1.182 0.115 -4.851
H: 1.479 0.868 -3.271
H: -0.174 0.428 -3.758
C: 3.938 0.400 0.548
C: 4.064 1.202 1.822
C: 5.298 1.372 2.438
C: 5.418 2.094 3.617
C: 4.301 2.667 4.212
C: 3.058 2.507 3.624
C: 2.949 1.783 2.435
P: 1.320 1.684 1.705
C: 0.097 1.375 2.989
C: -1.073 2.174 2.993
C: -2.065 1.960 3.918
C: -1.911 0.940 4.860
C: -0.759 0.172 4.891
C: 0.265 0.350 3.966
C: 1.513 -0.475 4.131
C: 0.987 3.261 0.953
C: 1.704 4.436 1.185
C: 1.442 5.548 0.405
C: 0.503 5.467 -0.619
C: -0.199 4.290 -0.845
C: 0.025 3.181 -0.042
C: -0.735 1.894 -0.235
H: 4.917 0.153 0.143
H: 3.389 0.953 -0.218
H: 3.410 -0.542 0.727
H: 6.179 0.930 1.987
H: 6.392 2.211 4.076
H: 4.396 3.234 5.129
H: 2.179 2.944 4.088
H: -1.164 2.990 2.287
H: -2.947 2.587 3.925
H: -2.692 0.761 5.590
H: -0.638 -0.580 5.664
H: 1.262 -1.502 4.394
H: 2.110 -0.062 4.950
H: 2.150 -0.497 3.251
H: 2.471 4.479 1.946
H: 1.985 6.467 0.577
H: 0.323 6.327 -1.252
H: -0.931 4.240 -1.644
H: -1.034 1.804 -1.277
H: -1.678 1.878 0.350

Output
total charge = +2
electronic energy = -2596.066977 Ha
energy above the lowest of the compared OMol25 structures with the same formula, charge and spin = 280.5 kJ/mol
gap between HOMO and LUMO (alpha / beta) = 6.08 / 5.89 eV
multiplicity = 1
HOMO energy (alpha / beta) = -14.146 / -14.173 eV
maximum force = 1.26 eV/A

---

Formula: C48H108O40P4
Source: the OMol25 dataset
Level of theory: ωB97M-V/def2-TZVPD

Geometry (Å):
C: -5.019 1.752 -5.561
O: -4.333 2.741 -4.745
C: -4.674 2.707 -3.460
O: -5.624 2.192 -2.928
O: -3.724 3.417 -2.815
C: -3.854 3.465 -1.375
H: -5.968 1.404 -5.128
H: -4.264 1.005 -5.773
H: -5.288 2.143 -6.611
H: -4.566 2.696 -1.037
H: -4.158 4.478 -1.186
H: -2.862 3.303 -0.920
C: -7.017 1.311 -0.285
O: -5.916 1.307 0.645
C: -5.691 0.168 1.358
O: -6.283 -0.803 1.164
O: -4.691 0.458 2.252
C: -4.064 -0.782 2.782
H: -7.319 2.388 -0.210
H: -7.804 0.659 0.112
H: -6.741 1.082 -1.291
H: -3.707 -1.408 1.969
H: -4.788 -1.339 3.390
H: -3.296 -0.430 3.466
C: 1.133 3.811 0.365
O: 0.824 2.374 0.270
C: -0.127 1.896 -0.534
O: -0.677 2.602 -1.377
O: -0.381 0.640 -0.268
C: -1.260 0.024 -1.180
H: 0.545 4.269 -0.444
H: 2.201 4.001 0.328
H: 0.733 4.162 1.355
H: -1.289 -1.010 -0.937
H: -0.978 0.177 -2.195
H: -2.272 0.397 -1.024
C: -0.708 0.542 2.891
O: -1.606 1.603 3.306
C: -2.219 2.445 2.466
O: -2.126 2.485 1.234
O: -2.991 3.259 3.147
C: -3.739 4.114 2.269
H: 0.089 0.999 2.284
H: -1.099 -0.319 2.293
H: -0.255 0.227 3.815
H: -4.228 3.542 1.506
H: -3.066 4.818 1.794
H: -4.418 4.706 2.888
C: 1.910 -2.020 -2.448
O: 2.630 -3.143 -1.854
C: 2.468 -3.550 -0.597
O: 3.084 -4.499 -0.191
O: 1.546 -2.809 0.019
C: 1.289 -2.950 1.373
H: 0.909 -1.880 -1.947
H: 1.677 -2.254 -3.474
H: 2.453 -1.063 -2.219
H: 2.000 -2.318 1.931
H: 1.516 -4.037 1.607
H: 0.279 -2.681 1.540
C: -0.827 1.402 -4.494
O: -0.378 0.017 -4.466
C: -1.339 -0.783 -4.871
O: -2.337 -0.508 -5.468
O: -0.905 -2.085 -4.685
C: -1.746 -3.109 -5.211
H: -1.299 1.629 -5.464
H: 0.031 2.132 -4.343
H: -1.560 1.443 -3.658
H: -1.238 -4.092 -4.969
H: -1.860 -3.037 -6.277
H: -2.758 -3.038 -4.828
C: 6.434 -3.171 -0.137
O: 5.595 -2.328 -0.924
C: 5.898 -1.089 -1.421
O: 5.044 -0.495 -1.994
O: 7.156 -0.684 -1.300
C: 7.529 0.607 -1.836
H: 6.043 -3.195 0.848
H: 7.464 -2.887 -0.126
H: 6.273 -4.237 -0.451
H: 7.375 1.356 -1.110
H: 6.864 0.833 -2.698
H: 8.554 0.584 -2.114
C: 3.062 6.875 -4.911
O: 1.825 6.348 -5.353
C: 1.052 5.829 -4.426
O: 1.305 5.860 -3.263
O: -0.072 5.342 -4.988
C: -1.085 4.960 -4.088
H: 3.160 7.928 -5.088
H: 3.829 6.222 -5.330
H: 3.155 6.720 -3.904
H: -1.495 4.012 -4.449
H: -1.887 5.680 -4.075
H: -0.694 4.787 -3.093
C: 8.471 5.087 -1.258
C: 7.813 4.602 -2.569
O: 6.814 3.620 -2.320
P: 5.211 4.036 -2.359
O: 4.820 4.918 -3.514
O: 4.965 4.658 -0.965
C: 3.897 5.664 -0.704
C: 4.247 7.096 -1.012
O: 4.532 2.639 -2.265
C: 3.848 2.148 -3.440
C: 2.504 2.682 -3.691
H: 9.547 5.032 -1.295
H: 8.115 6.122 -1.055
H: 8.172 4.504 -0.354
H: 7.410 5.323 -3.276
H: 8.597 4.119 -3.085
H: 3.053 5.412 -1.308
H: 3.738 5.640 0.384
H: 4.570 7.172 -2.036
H: 3.334 7.668 -0.840
H: 5.021 7.513 -0.346
H: 4.511 2.386 -4.230
H: 3.910 1.033 -3.291
H: 2.137 2.241 -4.598
H: 1.835 2.526 -2.831
H: 2.598 3.761 -3.853
C: -1.175 -6.115 2.990
C: -2.662 -6.093 3.268
O: -3.112 -4.743 3.477
P: -3.815 -4.347 4.830
O: -3.745 -5.394 5.868
O: -3.215 -2.910 5.226
C: -1.850 -2.835 5.739
C: -0.915 -2.649 4.593
O: -5.242 -3.864 4.394
C: -6.342 -4.627 4.954
C: -7.272 -3.585 5.470
H: -0.891 -7.030 2.482
H: -0.800 -5.237 2.488
H: -0.649 -6.111 3.896
H: -3.242 -6.464 2.433
H: -2.817 -6.561 4.205
H: -1.802 -1.899 6.318
H: -1.650 -3.691 6.403
H: -0.813 -3.631 4.075
H: -1.280 -1.955 3.810
H: 0.065 -2.392 4.906
H: -6.767 -5.292 4.179
H: -5.999 -5.322 5.739
H: -7.688 -2.923 4.770
H: -7.998 -4.091 6.161
H: -6.651 -2.914 6.078
C: 2.542 2.913 4.583
C: 2.911 1.847 5.620
O: 4.001 1.028 5.282
P: 3.722 -0.234 4.306
O: 2.310 -0.415 4.015
O: 4.706 -0.103 3.094
C: 4.168 0.483 1.835
C: 4.749 1.810 1.457
O: 4.545 -1.386 5.068
C: 4.524 -2.642 4.335
C: 5.008 -3.746 5.293
H: 3.353 3.650 4.423
H: 2.242 2.509 3.645
H: 1.653 3.488 4.875
H: 3.363 2.480 6.440
H: 2.135 1.270 6.020
H: 4.374 -0.342 1.093
H: 3.091 0.559 1.875
H: 5.789 2.012 1.736
H: 4.622 2.009 0.348
H: 4.197 2.639 2.010
H: 3.547 -2.858 3.975
H: 5.177 -2.374 3.501
H: 5.282 -4.709 4.809
H: 5.884 -3.375 5.856
H: 4.261 -3.981 6.023
C: -4.504 -1.245 -2.749
C: -4.774 -2.107 -1.545
O: -4.163 -3.422 -1.672
P: -3.082 -4.042 -0.603
O: -2.044 -3.165 -0.092
O: -3.953 -4.753 0.492
C: -5.332 -5.324 0.312
C: -6.508 -4.390 0.290
O: -2.564 -5.278 -1.446
C: -1.334 -5.279 -2.264
C: -0.290 -6.118 -1.708
H: -4.761 -1.716 -3.688
H: -4.976 -0.297 -2.634
H: -3.410 -1.176 -2.852
H: -4.390 -1.712 -0.632
H: -5.858 -2.160 -1.343
H: -5.334 -5.987 -0.553
H: -5.441 -6.042 1.107
H: -7.422 -4.923 -0.052
H: -6.646 -4.080 1.363
H: -6.316 -3.580 -0.373
H: -1.620 -5.657 -3.206
H: -1.091 -4.261 -2.454
H: 0.104 -5.638 -0.783
H: -0.657 -7.111 -1.483
H: 0.505 -6.297 -2.430

Output
total charge = 0
electronic energy = -6269.132561 Ha
SMILES string = CCOP(=O)(OCC)OCC.CCOP(=O)(OCC)OCC.CCOP(=O)(OCC)OCC.CCOP(=O)(OCC)OCC.COC(=O)OC.COC(=O)OC.COC(=O)OC.COC(=O)OC.COC(=O)OC.COC(=O)OC.COC(=O)OC.COC(=O)OC
gap between HOMO and LUMO = 10.98 eV
multiplicity = 1
HOMO energy = -10.405 eV
maximum force = 5.61 eV/A

---

Formula: C22H34Cl2O10
Source: the OMol25 dataset
Level of theory: ωB97M-V/def2-TZVPD

Geometry (Å):
O: 4.099 -3.155 5.676
C: 3.695 -3.288 4.570
O: 4.281 -3.981 3.545
C: 3.339 -3.983 2.419
C: 2.489 -2.714 2.593
C: 2.530 -2.381 4.050
H: 2.772 -4.903 2.411
H: 3.863 -4.055 1.476
H: 1.442 -2.818 2.173
H: 2.950 -1.913 1.989
H: 1.652 -2.544 4.620
H: 2.850 -1.378 4.245
O: 0.595 1.445 1.857
C: 1.671 2.010 1.845
O: 1.774 3.301 2.283
C: 3.023 3.891 1.922
C: 3.705 2.952 0.980
C: 3.030 1.626 1.310
H: 3.628 3.939 2.842
H: 2.920 4.842 1.433
H: 4.734 2.954 1.173
H: 3.545 3.236 -0.067
H: 3.682 1.085 2.033
H: 2.875 0.983 0.464
O: 1.558 2.660 -0.886
C: 0.829 2.574 -1.851
O: -0.262 1.809 -1.892
C: -1.091 2.060 -3.024
C: -0.627 3.435 -3.456
C: 0.810 3.523 -3.028
H: -2.126 1.872 -2.686
H: -0.843 1.284 -3.772
H: -1.132 4.227 -2.899
H: -0.667 3.550 -4.527
H: 1.065 4.566 -2.704
H: 1.480 3.259 -3.909
O: -1.009 4.768 -0.411
C: -1.666 4.006 0.220
O: -2.543 3.160 -0.391
C: -3.333 2.527 0.557
C: -2.502 2.325 1.761
C: -1.665 3.654 1.699
H: -3.556 1.569 0.107
H: -4.185 3.140 0.795
H: -1.825 1.506 1.561
H: -3.063 2.179 2.663
H: -0.663 3.558 2.046
H: -2.239 4.395 2.299
O: -4.745 -3.417 -1.245
C: -3.859 -3.961 -1.939
O: -3.380 -5.199 -1.687
C: -2.624 -5.749 -2.770
C: -2.793 -4.727 -3.880
C: -3.263 -3.474 -3.198
H: -3.098 -6.771 -2.950
H: -1.644 -5.991 -2.352
H: -3.522 -5.182 -4.536
H: -1.913 -4.641 -4.506
H: -3.994 -2.854 -3.672
H: -2.381 -2.835 -2.916
Cl: -0.050 -1.898 -2.049
C: 0.035 -1.253 -0.424
C: -1.029 -1.761 0.519
Cl: -2.634 -1.351 -0.151
H: -0.145 -0.170 -0.490
H: 1.079 -1.397 -0.058
H: -0.945 -1.287 1.524
H: -0.984 -2.836 0.669

Output
total charge = 0
electronic energy = -2531.496199 Ha
energy above the lowest of the compared OMol25 structures with the same formula, charge and spin = 0.0 kJ/mol
SMILES string = O=C1CCCO1.O=C1CCCO1.O=C1CCCO1.O=C1CCCO1.O=C1CCCO1.ClCCCl
gap between HOMO and LUMO = 10.35 eV
multiplicity = 1
HOMO energy = -10.041 eV
maximum force = 3.93 eV/A

---

Look up the total charge of the fourth one.
0

---

Number 3 is which compound?
C48H108O40P4

---

Among the records above, which one has the lowest electronic energy?
C48H108O40P4